(1)
# C4H26HfO11

A structure of composition C4H26HfO11 at a distorted geometry (ωB97M-V/def2-TZVPD, the Open Molecules 2025 dataset).

Each line ends with the Löwdin charge.
Cartesian coordinates (Å):
Hf 27.5290 5.6520 5.7310  1.702
C 29.9500 3.6380 5.5730  -0.158
O 29.2370 4.8080 5.4570  -0.401
H 30.7170 3.7300 4.8430  0.067
H 29.1620 2.9220 5.2800  0.068
H 30.2330 3.4180 6.6160  0.111
C 25.4550 3.1360 6.3780  -0.141
O 26.5280 3.9340 5.8560  -0.478
H 25.6450 2.0720 6.2720  0.062
H 24.5930 3.5490 5.8400  0.087
H 25.4180 3.4300 7.4550  0.091
C 29.9160 -0.0250 4.9930  -0.366
O 29.0910 -1.1230 4.4930  -0.483
H 30.0710 0.5630 4.1680  -0.027
H 30.8780 -0.3250 5.3190  0.032
H 29.3700 0.5580 5.7280  0.008
C 29.2000 7.9240 6.7490  -0.188
O 27.9770 7.3460 6.4880  -0.436
H 29.9160 7.1010 6.6840  0.074
H 29.0800 8.3340 7.7670  0.093
H 29.3880 8.6570 5.9520  0.089
O 27.5750 4.0960 3.3080  -0.033
H 28.0120 3.4950 2.7160  0.048
H 26.7640 4.2050 2.8850  0.039
O 29.9180 2.5080 2.7470  -0.059
H 30.1510 1.5880 2.8690  0.031
H 29.9430 2.8290 3.6710  -0.019
O 26.9420 1.3140 4.5160  -0.060
H 26.8120 0.7790 5.3500  0.071
H 26.8440 2.2180 4.7810  -0.055
O 28.0840 1.9570 7.5640  -0.033
H 28.3490 2.0620 6.6450  -0.012
H 28.6730 1.3500 7.9950  0.065
O 30.7070 5.7730 3.1310  -0.039
H 30.8960 5.3190 2.2810  0.076
H 31.0760 5.1600 3.7530  0.005
O 28.0400 6.6010 3.9030  -0.089
H 27.9460 7.4900 3.5990  0.099
H 28.4530 6.2170 3.1050  0.094
O 28.1470 4.8140 7.7720  -0.082
H 28.5110 5.2250 8.5880  0.127
H 28.3910 3.8990 7.8280  0.019

The gap between HOMO and LUMO is 0.1101 Eh. The value obtained for the total energy is -28396.423 eV. The energy above the lowest of the compared OMol25 structures with the same formula, charge and spin comes out at 4.7542 eV. The max |F| comes out at 5.34 eV/A. For the highest occupied orbital energy, the calculation gives -4.4 eV.

(2)
# C4H10NO

The ion C4H10NO with charge +1 at a distorted geometry (ωB97M-V/def2-TZVPD, the Open Molecules 2025 dataset).

Each line ends with the Löwdin charge.
Cartesian coordinates (Å):
C -1.9260 -0.2715 -0.5278  -0.077
C -0.7394 0.5830 -0.3381  -0.076
C 1.9054 0.5398 0.1913  -0.003
C 0.7386 -0.2779 -0.4491  -0.286
N -1.5142 0.0129 0.7889  0.136
O 0.4569 -1.5455 0.1602  -0.062
H -2.9150 -0.0559 -1.0118  0.159
H -1.8520 -1.3802 -0.8116  0.168
H -0.9072 1.6925 -0.6226  0.199
H 1.8761 0.3196 1.3138  0.125
H 1.7311 1.4964 -0.0225  0.028
H 2.8386 0.2013 -0.1796  0.076
H 0.7176 -0.3477 -1.5596  0.151
H -1.7906 0.7200 1.3531  0.141
H -0.9720 -0.7017 1.2759  0.173
H 1.2570 -2.1222 0.1022  0.148

The gap between HOMO and LUMO is 0.4509 Eh. The value obtained for the total energy is -7838.659 eV. Its net charge is +1. The energy above the lowest of the compared OMol25 structures with the same formula, charge and spin comes out at 2.6585 eV. The max |F| comes out at 5.62 eV/A. For the highest occupied orbital energy, the calculation gives -15.3 eV.

(3)
# C3H20O7

A cluster of 7 separate species, C3H20O7 in total at a distorted geometry (ωB97M-V/def2-TZVPD, the Open Molecules 2025 dataset).

Each line ends with the Löwdin charge.
Cartesian coordinates (Å):
C -2.6169 4.7731 2.4064  -0.166
O -2.1819 6.1065 2.6394  -0.124
H -1.7413 4.1589 2.6163  0.075
H -3.5528 4.5250 2.9070  0.075
H -2.8045 4.5311 1.3603  0.072
H -1.5236 6.0747 3.3375  0.069
C 1.6096 -4.2910 -2.2045  -0.155
O 1.6527 -3.0342 -2.8781  -0.133
H 2.6377 -4.6530 -2.1875  0.080
H 1.2356 -4.2659 -1.1810  0.070
H 0.9466 -4.9228 -2.7955  0.075
H 0.7632 -2.7050 -3.0261  0.061
C 0.1758 0.1014 0.4751  -0.173
O -1.1728 -0.2498 0.2896  -0.124
H 0.6721 -0.7879 0.8634  0.076
H 0.5184 0.5689 -0.4480  0.084
H 0.3491 0.8070 1.2877  0.072
H -1.1642 -0.5195 -0.6317  0.060
O -5.2930 -0.0035 2.4321  -0.055
H -5.1915 0.3309 3.3232  0.027
H -4.4281 -0.3437 2.2034  0.026
O -2.3856 -1.3724 -3.6042  -0.054
H -3.0595 -0.7877 -3.9508  0.033
H -2.8188 -2.2230 -3.5339  0.030
O 5.1424 -1.0400 4.2836  -0.055
H 6.0386 -1.1055 4.6134  0.028
H 5.2308 -1.1095 3.3330  0.028
O 4.4836 0.8105 -3.8498  -0.054
H 3.5628 0.5538 -3.7999  0.025
H 4.9154 0.0726 -4.2804  0.028

The gap between HOMO and LUMO is 0.3911 Eh. The value obtained for the total energy is -17765.632 eV. The energy above the lowest of the compared OMol25 structures with the same formula, charge and spin comes out at 2.9698 eV. The max |F| comes out at 1.11 eV/A. For the highest occupied orbital energy, the calculation gives -10.4 eV.

(4)
# C35H41ClF3LiN4OSi2

A structure of composition C35H41ClF3LiN4OSi2 (ωB97M-V/def2-TZVPD, the Open Molecules 2025 dataset).

Each line ends with the Löwdin charge.
Cartesian coordinates (Å):
Li 1.0372 -0.7401 0.3468  0.442
C 0.3268 4.6554 0.4568  -0.190
Si 0.0004 2.7952 0.1518  0.434
C 0.0255 2.6081 -1.7210  -0.153
C -1.7942 2.5823 0.7051  -0.183
C 1.1022 1.6123 1.0071  -0.353
C 2.4138 1.4020 0.4578  -0.419
C 3.1580 2.3960 -0.2463  -0.062
C 4.4178 2.1313 -0.7175  -0.107
C 4.9928 0.8744 -0.4994  -0.118
C 4.2148 -0.0559 0.1616  -0.187
N 2.9783 0.1670 0.5956  0.033
Si 0.8306 1.2634 2.7858  0.412
C 2.2528 0.3317 3.5952  -0.190
C 0.7014 2.8947 3.7689  -0.201
C -0.7634 0.3597 3.2411  -0.184
H -0.4510 5.2599 -0.0238  0.013
H 1.2896 4.9744 0.0475  0.005
H 0.3296 4.8896 1.5242  0.005
H -0.5655 3.4031 -2.1861  0.013
H -0.3963 1.6460 -2.0233  0.026
H 1.0381 2.6574 -2.1290  0.026
H -2.4404 3.2228 0.0979  0.009
H -1.9313 2.8608 1.7532  0.012
H -2.1221 1.5476 0.5813  0.031
H 2.7259 3.3796 -0.3745  0.077
H 4.9716 2.9043 -1.2412  0.091
H 5.9872 0.6259 -0.8459  0.077
H 4.5916 -1.0627 0.3285  0.104
H 3.2068 0.8374 3.4223  0.022
H 2.3223 -0.6824 3.2003  0.000
H 2.0785 0.2799 4.6756  0.019
H 1.5920 3.5118 3.6183  0.020
H 0.5952 2.6960 4.8410  0.013
H -0.1660 3.4812 3.4512  0.003
H -0.8109 -0.6155 2.7534  -0.006
H -1.6510 0.9345 2.9688  0.003
H -0.7904 0.1922 4.3236  0.023
C -2.4124 4.8756 -4.3113  -0.068
C -2.7575 3.4490 -3.9786  -0.314
C -3.4184 3.1203 -2.8021  -0.075
C -3.6647 1.8009 -2.4592  -0.032
C -3.2714 0.7627 -3.2998  -0.235
N -3.5982 -0.5491 -2.9286  0.133
C -3.2939 -1.7417 -3.5880  -0.555
O -4.1677 -2.6010 -3.6978  0.002
N -2.0319 -1.9158 -4.0505  0.101
C -0.8321 -1.3143 -3.5418  -0.307
C 0.0741 -0.6322 -4.4031  -0.120
C 1.2598 -0.1924 -3.9406  -0.114
C 1.6973 -0.5628 -2.5465  -0.444
N 0.5933 -0.8908 -1.6399  -0.031
C -0.5126 -1.3407 -2.1874  -0.166
C -2.6233 1.0813 -4.4900  -0.020
C -2.3670 2.4037 -4.8087  -0.044
H -3.0073 5.5725 -3.7191  0.067
H -2.5852 5.0937 -5.3675  0.068
H -1.3591 5.0796 -4.1010  0.074
H -3.7222 3.9080 -2.1209  0.104
H -4.1451 1.5666 -1.5160  0.109
H -4.4829 -0.6421 -2.4561  0.137
H -1.9509 -2.8368 -4.4599  0.137
H -0.2230 -0.4174 -5.4275  0.094
H 1.9135 0.4180 -4.5545  0.081
H 2.2528 0.2817 -2.1066  0.106
H -1.2677 -1.7016 -1.4863  0.117
H -2.3222 0.2918 -5.1610  0.094
H -1.8370 2.6235 -5.7298  0.110
Cl 2.2450 -3.1792 -3.4104  0.510
C 2.7446 -1.6845 -2.5232  -0.521
H 3.6752 -1.3585 -2.9881  0.063
H 2.9215 -2.0016 -1.4980  0.050
F 0.1343 -7.3303 7.4054  0.110
C -0.6730 -7.3476 6.3234  -0.575
F -0.5569 -8.5930 5.7914  0.109
F -1.9432 -7.2871 6.7978  0.109
C -0.3681 -6.2692 5.3462  -0.166
C 0.7298 -5.4322 5.5067  -0.034
C 0.9993 -4.4513 4.5704  -0.031
C 0.1840 -4.2706 3.4393  -0.270
C -0.9259 -5.1280 3.3030  -0.028
C -1.1948 -6.1075 4.2356  -0.035
C 0.4664 -3.2677 2.4779  -0.240
C 0.7187 -2.3997 1.6408  -0.067
H 1.3752 -5.5485 6.3676  0.107
H 1.8518 -3.7970 4.6951  0.111
H -1.5658 -5.0022 2.4401  0.113
H -2.0537 -6.7559 4.1062  0.114

The gap between HOMO and LUMO is 0.1942 Eh. The value obtained for the total energy is -81607.469 eV. Its net charge is -2. The energy above the lowest of the compared OMol25 structures with the same formula, charge and spin comes out at 0.0000 eV. The max |F| comes out at 0.17 eV/A. For the highest occupied orbital energy, the calculation gives -1.0 eV.

(5)
# C6H10N2

A cluster of 2 separate species, C6H10N2 in total at a distorted geometry (ωB97M-V/def2-TZVPD, the Open Molecules 2025 dataset).

Each line ends with the Löwdin charge.
Cartesian coordinates (Å):
C -2.1810 -0.0793 0.8790  -0.283
C 0.8175 0.9126 -1.0598  -0.155
C 1.5627 1.3667 -0.0305  -0.066
C 2.4683 0.3108 0.6125  0.005
C 2.0265 -1.0604 0.3910  -0.064
C 1.0691 -1.3599 -0.5926  -0.206
H -2.1552 -0.2580 -1.1686  0.034
H -3.6830 -0.2243 -0.6749  0.101
H -2.7068 0.8875 1.5846  0.113
H -2.7794 -1.1815 1.2004  0.121
H -1.0084 0.2083 0.8098  0.082
H 0.3892 1.7273 -1.6023  0.093
H 1.6017 2.4300 0.0088  0.085
H 3.0397 0.8020 1.3514  0.069
H 2.8110 -1.7692 0.7915  0.110
H 0.9480 -2.3748 -0.8180  0.089
N -2.6994 0.1087 -0.3934  -0.182
N 0.4796 -0.4467 -1.2891  0.055

The gap between HOMO and LUMO is 0.3164 Eh. The value obtained for the total energy is -9360.390 eV. The energy above the lowest of the compared OMol25 structures with the same formula, charge and spin comes out at 4.0471 eV. The max |F| comes out at 6.19 eV/A. For the highest occupied orbital energy, the calculation gives -8.2 eV.